1.
A structure of composition C20H29N3O6S at a distorted geometry. Source: the Open Molecules 2025 dataset; level of theory: the ωB97M-V functional and the def2-TZVPD basis.

XYZ file:
```
59
Properties=species:S:1:pos:R:3:lowdin_charge:R:1
C -2.0442 6.4519 -1.3785 -0.04
C -1.5858 5.1073 -1.3262 -0.36
C -1.7267 4.4709 -0.0968 -0.02
C -1.1798 3.0909 0.0914 0.04
C -0.5793 2.3546 -1.1249 -0.42
C -0.6030 2.9091 -2.1537 -0.18
C -0.9662 4.2390 -2.1829 -0.04
H -1.0810 4.6363 -3.4466 0.19
H -0.3607 2.2488 -3.1231 0.20
S -0.1769 0.7114 -0.7948 1.00
O -0.9279 -0.0067 0.4816 -0.38
O -0.4839 -0.2448 -2.0375 -0.35
N 1.6278 0.8641 -0.7404 -0.04
H 1.5527 1.4141 0.2360 0.15
C 2.1138 -0.5101 -0.5521 -0.26
H 1.6331 -1.1425 -0.9991 0.02
C 1.9945 -0.7879 1.0562 -0.35
O 2.0067 -0.0128 1.9773 0.06
N 1.4345 -2.1098 1.2338 -0.05
C 1.1100 -3.1870 0.5147 -0.22
H 1.6761 -3.1433 -0.6354 0.17
C -0.4355 -3.2204 0.4022 -0.26
H -0.7320 -2.2072 -0.2032 0.17
H -0.7305 -3.9608 -0.2583 0.13
C -1.2503 -3.3750 1.3422 -0.30
C -2.6058 -2.9170 1.1889 -0.62
O -3.1860 -3.8297 1.0394 0.22
N -3.0383 -1.6865 1.0466 0.06
H -2.0668 -1.0293 1.2618 0.19
C -3.9423 -1.1571 0.3016 -0.18
H -4.7154 -0.5484 0.7395 0.13
H -4.4985 -2.1608 -0.1898 0.21
C -3.3157 -0.5005 -0.9041 -0.38
O -2.9883 0.6695 -1.0220 0.06
O -2.6483 -1.4121 -1.7307 0.15
H -2.2043 -0.9636 -2.2242 -0.10
C -0.4978 -2.3499 2.4442 -0.18
H -0.7437 -1.1916 2.6328 0.14
H -0.9497 -2.5654 3.6195 0.16
C 0.9296 -2.5396 2.7857 -0.09
H 1.5018 -1.5618 3.4669 0.19
H 1.2986 -3.5048 3.2209 0.11
H -0.9618 -4.3567 1.9781 0.22
H 1.6055 -4.1546 0.8547 0.14
C 3.5583 -0.5108 -0.8177 -0.51
C 4.2778 -1.5939 -0.7143 -0.15
H 5.3885 -1.5640 -0.9031 0.11
H 4.2873 -1.9384 0.3628 0.12
H 3.6932 -2.5060 -1.4121 0.17
C 4.2856 0.5404 0.1565 -0.01
H 4.1442 0.4443 1.0694 -0.05
H 5.3395 0.6380 -0.2248 0.09
H 3.8441 1.7806 -0.2934 0.18
H 3.7066 0.0510 -1.7677 0.16
H -1.2046 2.7064 1.1600 0.12
H -2.0742 4.9989 1.0182 0.19
H -1.4609 6.8258 -2.3385 0.14
H -3.0913 6.3280 -1.5611 0.10
H -1.9523 6.9695 -0.5257 0.04
```

Total charge   0
E_tot   -48779.1824 eV
2S+1   1
Relative energy (zero: lowest compared OMol25 entry of this formula, charge and spin)   2376.3 kJ/mol
HOMO   -8.54 eV
HOMO-LUMO gap   0.317 Ha



2.
A structure of composition C44H54BBr2ClDyFN9O4P at a distorted geometry. Source: the Open Molecules 2025 dataset; level of theory: the ωB97M-V functional and the def2-TZVPD basis.

XYZ file:
```
118
Properties=species:S:1:pos:R:3:mulliken_spin:R:1
Dy -2.2232 0.8725 -0.1398 4.94
C -5.9149 0.7887 -1.0152 0.00
C -5.0395 0.0936 -2.0339 0.00
C -5.4392 -0.2292 -3.3421 0.00
C -4.2526 -0.7396 -3.9555 0.00
C -4.1605 -1.1431 -5.3617 0.00
N -3.2632 -0.7302 -3.0783 0.00
N -3.7630 -0.2814 -1.8101 0.00
B -1.7356 -0.6326 -3.4143 -0.01
N -1.1203 0.8762 -3.4161 0.01
N -1.8805 1.7127 -2.6419 0.01
C -1.8175 2.9334 -3.1630 0.00
C -2.6852 4.1235 -2.7203 0.00
C -1.0224 2.9119 -4.3421 0.00
C -0.6039 1.5757 -4.4385 0.00
C 0.0926 0.8497 -5.5664 0.00
N -1.0617 -1.6178 -2.4389 0.00
N -1.1098 -1.2556 -1.0721 0.00
C -0.3867 -2.1560 -0.4032 -0.01
C -0.1408 -2.1459 1.0430 0.00
C 0.1320 -3.1599 -1.2944 0.00
C -0.2992 -2.7363 -2.5605 0.00
C -0.1079 -3.3279 -3.9404 0.00
H -6.9454 0.4783 -1.2444 0.00
H -5.5734 0.6323 0.0076 0.00
H -5.8233 1.8529 -1.2326 0.00
H -6.4772 -0.2503 -3.6259 0.00
H -4.9638 -1.9002 -5.6042 0.00
H -4.3196 -0.3000 -6.0684 0.00
H -3.1243 -1.4888 -5.6106 0.00
H -1.5401 -0.9786 -4.5629 0.00
H -3.3354 3.7660 -1.9058 0.00
H -2.0794 4.9620 -2.3775 0.00
H -3.2532 4.4357 -3.6320 0.00
H -0.7485 3.7302 -5.0059 0.00
H 0.9200 1.4000 -6.0647 0.00
H 0.5630 -0.0010 -5.0197 0.00
H -0.6467 0.4911 -6.2938 0.00
H -0.8735 -1.5601 1.6415 0.00
H -0.0855 -3.1739 1.4502 0.00
H 0.8553 -1.6838 1.2160 0.00
H 0.6747 -4.0284 -1.0982 0.00
H 0.6267 -4.1787 -3.8760 0.00
H -1.1092 -3.6594 -4.2784 0.00
H 0.2782 -2.5698 -4.6196 0.00
C -4.5454 -3.6558 3.1323 0.00
C -4.8406 -3.2990 1.8280 0.00
C -4.6654 -2.0487 1.3017 0.00
C -4.1781 -1.0221 2.1079 0.00
C -3.8067 -1.4124 3.4714 0.00
C -3.9066 -2.7019 3.9643 0.00
N -3.9326 0.2580 1.6137 0.00
N -3.9283 1.2213 2.6329 0.01
C -2.6586 1.3932 3.2170 0.01
C -2.5601 1.7954 4.5858 0.00
C -1.2931 1.8877 5.2364 0.00
C -0.1879 1.6300 4.4663 0.00
C -0.3259 1.1015 3.1738 0.00
C -1.4962 0.9712 2.5205 0.00
H -4.6752 -4.7234 3.4049 0.00
H -5.2051 -4.0427 1.1689 0.00
H -4.8392 -1.8553 0.2310 0.00
H -3.3847 -0.5953 4.0797 0.00
H -3.4848 -2.9805 4.9269 0.00
H -3.4462 2.0823 5.0871 0.00
H -1.1778 2.2726 6.2414 0.00
H 0.8378 1.8250 4.8048 0.00
H 0.5688 0.7926 2.6442 0.00
C 3.6813 0.1612 -2.3597 0.00
C 3.4413 1.5057 -1.7418 0.00
C 4.3537 2.5801 -1.8955 0.00
C 4.0488 3.8205 -1.4300 0.00
C 2.7745 4.0132 -0.8200 0.00
C 2.2579 5.2939 -0.3845 0.00
Br 3.2425 6.8487 -0.6077 0.00
C 0.9911 5.3660 0.1899 0.00
C 0.1213 4.2411 0.3136 0.00
Br -1.5948 4.4743 0.9546 0.00
C 0.5473 2.9420 -0.1031 0.00
O -0.1379 1.8204 -0.0182 0.02
C 1.8980 2.8840 -0.6585 0.00
N 2.3161 1.6591 -1.0451 0.00
H 4.7811 -0.0461 -2.4142 0.00
H 3.3370 0.0435 -3.4032 0.00
H 3.2150 -0.5859 -1.7317 0.00
H 5.3546 2.4564 -2.2696 0.00
H 4.6884 4.6559 -1.6436 0.00
H 0.6020 6.3579 0.4235 0.00
F -3.6435 2.4145 -0.1641 0.01
Cl -4.8595 3.6585 3.4858 0.00
C -5.1201 2.0999 2.7255 0.00
H -5.3877 2.2861 1.6704 0.00
H -5.8909 1.6032 3.2743 0.00
C 7.4761 -4.9672 1.8166 0.00
C 6.5761 -4.2897 0.7948 0.00
O 5.5070 -3.6796 1.5458 0.00
P 4.9008 -2.1688 1.2693 0.00
O 3.6294 -2.2071 2.2825 0.00
C 4.0144 -2.4605 3.6762 0.00
C 2.7266 -2.4900 4.5401 0.00
O 6.0717 -1.2299 1.9453 0.00
C 6.2446 0.2033 1.6897 0.00
C 5.9715 1.0673 2.9168 0.00
H 8.0167 -5.7782 1.3063 0.00
H 6.8944 -5.3800 2.6790 0.00
H 8.3352 -4.3329 2.1799 0.00
H 6.1634 -4.9812 0.0490 0.00
H 7.1740 -3.5939 0.2151 0.00
H 4.6614 -1.6112 4.0102 0.00
H 4.5018 -3.4657 3.7095 0.00
H 2.0396 -1.6495 4.3037 0.00
H 3.1043 -2.4350 5.5742 0.00
H 2.1509 -3.3939 4.4053 0.00
H 5.6483 0.4583 0.8241 0.00
H 7.2794 0.3534 1.3615 0.00
H 4.9679 1.0253 3.3549 0.00
H 6.1324 2.0817 2.5715 0.00
H 6.7106 0.9188 3.7017 0.00
```

Total charge   -2
E_tot   -257484.8192 eV
2S+1   6
HOMO (alpha / beta)   -0.98 / -0.98 eV
Expectation value of S²   9.3312
HOMO-LUMO gap (alpha / beta)   0.167 / 0.167 Ha



no.,molecular weight (g mol⁻¹)
1,439.53
2,1191.52